Run w
H20O10 | ωB97M-V with the def2-TZVPD basis set

Properties
Net charge: 0
M (u): 180.1
2S+1: 1

```
30
Properties=species:S:1:pos:R:3:mulliken_charge:R:1
H -0.3782 -0.2943 1.2799 0.312
H 0.9768 -0.3331 0.5927 0.256
H -1.4226 3.5277 -1.2322 0.228
H -1.9900 2.9937 -2.5372 0.314
H -2.4833 -3.3629 1.5038 0.283
H -3.2560 -2.0680 1.6940 0.284
H 3.7381 0.2720 -1.9948 0.297
H 4.7503 0.9419 -1.0802 0.313
H -1.8565 -2.2797 -0.7385 0.362
H -3.1168 -2.2474 -1.5874 0.251
H -0.0627 4.4079 3.3154 0.319
H -0.5651 2.9736 3.2919 0.310
H -3.6646 -0.6586 -1.0049 0.286
H -3.7240 -0.5992 0.5127 0.295
H 0.1069 3.1868 -0.8559 0.349
H 0.8979 2.7136 -2.0644 0.304
H 1.3743 -2.3767 -0.2366 0.290
H 0.1301 -2.7066 0.5717 0.272
H 4.7513 -2.7445 0.4755 0.303
H 4.8258 -1.2316 0.3506 0.310
O 0.4323 0.2153 1.1686 -0.572
O -2.0963 3.7070 -1.8978 -0.592
O -3.0795 -2.7595 1.0461 -0.515
O 4.3776 0.0805 -1.2996 -0.602
O -2.4461 -2.8493 -1.2454 -0.601
O 0.1912 3.5097 3.5558 -0.628
O -3.1256 -0.4620 -0.2304 -0.609
O 0.6465 3.5114 -1.5856 -0.605
O 0.6892 -3.0471 -0.1358 -0.595
O 5.3788 -2.0208 0.3680 -0.617
```

=====

Run x
H20O10 | ωB97M-V with the def2-TZVPD basis set

Properties
Net charge: 0
M (u): 180.2
2S+1: 1

```
30
Properties=species:S:1:pos:R:3:mulliken_charge:R:1
O -1.3524 0.6147 3.0162 -0.658
H -1.3884 1.5518 2.8244 0.293
H -0.4302 0.3826 2.9070 0.371
O -1.9785 0.5601 -0.9525 -0.534
H -2.5655 0.3043 -0.2410 0.248
H -2.2198 1.4653 -1.1489 0.263
O 2.1738 -1.3178 -1.9835 -0.620
H 1.9295 -2.1900 -2.2931 0.322
H 1.4745 -1.0737 -1.3772 0.361
O -0.3997 0.0848 -3.6264 -0.611
H -1.1117 0.6909 -3.8313 0.294
H -0.6986 -0.3813 -2.8456 0.343
O 0.5645 -0.5961 0.0856 -0.427
H -0.2817 -0.1927 -0.1079 0.182
H 0.6946 -0.4438 1.0216 0.212
O 1.5882 0.4654 2.6106 -0.585
H 2.1034 -0.0828 3.2025 0.277
H 2.0444 1.3069 2.6048 0.269
O -0.7783 -2.7349 -1.0659 -0.623
H -0.2325 -2.1253 -0.5692 0.328
H -1.6525 -2.3453 -1.0459 0.303
O 2.7962 1.3581 -0.7378 -0.591
H 2.0721 1.5323 -1.3390 0.273
H 2.6281 0.4750 -0.4090 0.308
O -1.9057 -1.7449 1.7631 -0.564
H -1.9300 -1.3209 2.6209 0.287
H -1.2331 -2.4207 1.8484 0.298
O -0.1929 2.7471 0.0099 -0.572
H 0.3977 3.4152 -0.3381 0.312
H -0.1155 2.0158 -0.6027 0.242
```

=====

Quick one: most stable of them? run x

=====

Run w
C3H5ClS | ωB97M-V with the def2-TZVPD basis set

Properties
Net charge: 0
M (u): 108.6
2S+1: 1

```
10
Properties=species:S:1:pos:R:3:mulliken_charge:R:1
C 0.6185 0.4958 1.2374 -0.656
C 0.6993 0.0997 -0.1488 0.292
C -1.2227 -0.5024 -0.9054 -0.872
S 0.8681 1.8281 -0.0031 -0.127
Cl 1.9303 -0.9022 -0.7623 -0.172
H -0.3397 0.3692 1.6834 0.256
H 1.4806 0.2515 1.8258 0.329
H -1.4644 -1.1131 -0.0268 0.328
H -0.9994 -0.9915 -1.8446 0.304
H -1.5706 0.4649 -1.0556 0.319
```

=====

Run x
C3H5ClS | ωB97M-V with the def2-TZVPD basis set

Properties
Net charge: 0
M (u): 108.6
2S+1: 1

```
10
Properties=species:S:1:pos:R:3:mulliken_charge:R:1
C -1.1201 -0.5570 0.0494 -0.477
C -0.6102 -0.1207 1.1399 0.343
C 0.8800 0.7844 0.8974 -0.707
S 0.6891 1.7646 -0.6174 -0.229
Cl -1.1256 -0.3120 2.6841 -0.192
H -1.7857 -1.4760 -0.0250 0.258
H -0.5926 -0.1474 -0.8383 0.118
H 1.5346 -0.0312 0.7572 0.358
H 0.9465 1.3564 1.8186 0.365
H 1.5379 0.9476 -1.4897 0.164
```

=====

Run y
C3H5ClS | ωB97M-V with the def2-TZVPD basis set

Properties
Net charge: 0
M (u): 108.6
2S+1: 1

```
10
Properties=species:S:1:pos:R:3:mulliken_charge:R:1
C -1.9856 -1.2516 -0.0851 -0.693
C -1.4895 -0.0499 0.0853 0.320
C 2.2449 0.7441 -0.0442 -0.712
S 0.6509 -0.2554 0.2500 -0.151
Cl -2.1199 1.4511 0.1323 -0.122
H -1.5239 -2.1772 0.0350 0.317
H -2.9939 -1.1016 -0.2279 0.260
H 2.9385 0.0202 0.3777 0.253
H 1.8450 1.6165 0.5123 0.240
H 2.4334 1.0037 -1.0354 0.289
```

=====

Run z
C3H5ClS | ωB97M-V with the def2-TZVPD basis set

Properties
Net charge: 0
M (u): 108.6
2S+1: 1

```
10
Properties=species:S:1:pos:R:3:mulliken_charge:R:1
C 1.1044 1.2616 2.0946 -0.486
C 0.6865 0.2629 0.2828 0.103
C -1.1780 -0.8925 -1.3698 -0.784
S -0.8244 -0.5694 0.4250 0.014
Cl 1.2806 0.8025 -1.1833 -0.142
H 2.2292 1.1896 2.0177 0.221
H 0.5083 0.5954 2.5853 0.206
H -2.0652 -0.2532 -1.7008 0.259
H -1.4151 -1.9096 -1.2720 0.275
H -0.3264 -0.4873 -1.8794 0.334
```

=====

Quick one: most stable of them? run x

=====

Run w
C5H13NP | ωB97M-V with the def2-TZVPD basis set

Properties
Net charge: +1
M (u): 118.1
2S+1: 1

```
20
Properties=species:S:1:pos:R:3:mulliken_charge:R:1
C -1.2985 -1.2620 0.6472 -0.389
C -1.5929 -0.9977 -0.7616 -0.578
C -0.5787 0.0123 0.1855 -0.183
C 1.2839 0.8484 -1.0534 -0.823
C 1.7141 -0.3010 0.9940 -0.610
N 0.8055 -0.2190 -0.1459 -0.161
P -1.0780 1.8658 0.6098 0.069
H -2.0506 -1.0565 1.4175 0.247
H -0.5596 -2.0357 1.0151 0.204
H -1.0933 -1.2648 -1.6606 0.335
H -2.3386 -0.3104 -1.0446 0.344
H 0.9864 0.6958 -2.1519 0.292
H 1.0099 1.8242 -0.7191 0.421
H 2.3898 0.8107 -0.9604 0.313
H 1.4280 -1.2750 1.4437 0.259
H 2.7648 -0.2469 0.6514 0.319
H 1.3051 0.5961 1.4947 0.376
H 0.8057 -1.1268 -0.7817 0.443
H -2.0687 1.3674 1.3027 0.041
H -1.8340 2.0752 -0.4824 0.081
```

=====

Run x
C5H13NP | ωB97M-V with the def2-TZVPD basis set

Properties
Net charge: +1
M (u): 118.1
2S+1: 1

```
20
Properties=species:S:1:pos:R:3:mulliken_charge:R:1
C -1.0367 0.0088 -0.1297 0.737
C -1.8204 -1.2146 0.0824 -1.307
C 1.6322 1.3872 -0.5624 -1.139
C -1.8039 1.2933 -0.0372 -1.155
C 1.6649 -1.6254 -0.4082 -1.261
N 0.5912 -0.1157 1.7628 -0.663
P 0.8034 -0.0490 0.2047 0.842
H -2.7209 -1.2364 -0.5148 0.484
H -1.0619 -1.9891 0.1776 0.214
H -2.3642 -1.2314 1.0242 0.415
H 1.5399 2.2751 0.1202 0.376
H 1.1458 1.6887 -1.4144 0.436
H 2.6960 1.1045 -0.8305 0.358
H -1.7673 1.5088 -1.1222 0.358
H -1.3043 2.1565 0.4145 0.338
H -2.7589 1.0164 0.3652 0.393
H 1.6241 -1.6772 -1.4247 0.449
H 1.1895 -2.3765 0.2043 0.420
H 2.7000 -1.5243 -0.2964 0.429
H 1.0516 0.6003 2.3846 0.274
```

=====

Run y
C5H13NP | ωB97M-V with the def2-TZVPD basis set

Properties
Net charge: +1
M (u): 118.1
2S+1: 1

```
20
Properties=species:S:1:pos:R:3:mulliken_charge:R:1
C 0.3577 -1.2751 -0.5121 -0.297
C 2.6095 0.8315 -1.8992 -0.741
C -2.7213 -1.0203 1.6950 -0.943
C 2.0638 1.4358 -0.7130 -0.082
C -1.7576 0.1614 1.6079 -0.418
N 0.2552 -0.0226 -0.3934 -0.176
P -1.3642 0.7679 -0.0728 0.095
H -0.5807 -1.9568 -0.6385 0.196
H 1.2293 -1.9002 -0.6534 0.318
H 2.7841 -0.2619 -2.1229 0.333
H 1.8412 1.1666 -2.6495 0.301
H 3.5887 1.3754 -2.0421 0.311
H -2.8241 -1.5187 2.6857 0.328
H -3.8449 -0.9636 1.3441 0.279
H -2.3627 -1.7720 1.0503 0.213
H 1.2893 2.1373 -0.7312 0.282
H 2.4382 1.3011 0.3038 0.307
H -0.7920 0.0272 2.1682 0.335
H -2.2381 1.0812 2.0459 0.347
H -0.6037 1.8336 0.5118 0.012
```

=====

Run z
C5H13NP | ωB97M-V with the def2-TZVPD basis set

Properties
Net charge: +1
M (u): 118.1
2S+1: 1

```
20
Properties=species:S:1:pos:R:3:mulliken_charge:R:1
C 2.6539 1.1025 -0.7261 -0.111
C -1.7581 1.0614 -0.8096 -0.881
C 0.1377 -2.0182 -0.5119 -0.787
C -1.0296 1.5093 0.3828 -0.370
C 0.2804 -1.3509 0.8042 -0.685
N 2.2959 0.5647 0.3238 -0.365
P 0.5831 0.4248 0.8514 0.347
H 3.7342 1.1850 -0.8843 0.298
H 1.8023 1.3903 -1.3872 0.194
H -2.8534 1.0907 -0.7293 0.323
H -1.3910 1.6764 -1.7016 0.283
H -1.5211 0.0655 -1.1470 0.168
H -0.5086 -1.4163 -1.1550 0.197
H 1.2002 -1.9730 -0.8893 0.322
H -0.4130 -3.0200 -0.3063 0.288
H -0.7777 2.6269 0.3877 0.397
H -1.6444 1.2200 1.2992 0.336
H 1.1922 -1.6460 1.3048 0.413
H -0.4130 -1.6655 1.5770 0.464
H 0.6612 0.6590 2.2751 0.166
```

=====

Quick one: most stable of them? run z

=====

Run w
C5H13NP | ωB97M-V with the def2-TZVPD basis set

Properties
Net charge: +1
M (u): 118.1
2S+1: 1

```
20
Properties=species:S:1:pos:R:3:mulliken_charge:R:1
C -2.0461 -0.7489 -0.8012 -0.734
C -2.3616 -0.2610 0.5877 -0.605
C -1.0501 0.0595 -0.0416 0.393
C 3.0813 0.1950 0.4373 -1.016
C 0.3650 -0.6304 0.4831 -0.960
N -0.7770 1.4341 -0.5103 -0.097
P 1.7147 -0.1724 -0.7438 -0.054
H -1.8494 -1.7985 -0.9509 0.244
H -2.5598 -0.2931 -1.6348 0.259
H -3.0893 0.5273 0.7019 0.270
H -2.3760 -0.9753 1.3954 0.263
H 3.9940 0.3765 -0.1333 0.371
H 3.2408 -0.6328 1.1261 0.356
H 2.8502 1.0998 0.9972 0.313
H 0.1971 -1.6998 0.5588 0.485
H 0.5823 -0.2271 1.4712 0.385
H -1.5249 1.7805 -1.1245 0.395
H 0.1392 1.3512 -1.0343 0.251
H -0.6503 2.0878 0.2753 0.392
H 2.1198 -1.4722 -1.0594 0.088
```

=====

Run x
C5H13NP | ωB97M-V with the def2-TZVPD basis set

Properties
Net charge: +1
M (u): 118.1
2S+1: 1

```
20
Properties=species:S:1:pos:R:3:mulliken_charge:R:1
C -0.7585 -1.5513 -1.3682 -0.303
C 2.2936 1.4192 -1.2731 -0.484
C -2.2934 -0.5222 2.2202 -1.084
C 2.2282 0.1645 -1.7303 -0.093
C -0.8491 -0.0635 1.7513 -0.396
N -0.3773 -0.4808 -0.8542 -0.044
P -1.0640 0.6357 0.0896 -0.013
H -1.7448 -1.8298 -1.5556 0.326
H 0.0149 -2.1300 -1.8436 0.236
H 3.0852 1.6608 -0.5116 0.328
H 1.9694 2.2728 -1.9336 0.324
H 1.4272 1.7030 -0.4557 -0.018
H -2.2255 -0.7393 3.3517 0.322
H -2.9779 0.2762 2.3541 0.392
H -2.7330 -1.4648 1.6925 0.297
H 2.8911 -0.6732 -1.1952 0.240
H 1.7693 -0.1294 -2.7069 0.294
H -0.1689 -0.9869 1.5107 0.289
H -0.5221 0.7630 2.4065 0.377
H 0.0356 1.6760 0.0513 0.011
```

=====

Quick one: most stable of them? run w

=====

Run w
C4H5FN2 | ωB97M-V with the def2-TZVPD basis set

Properties
Net charge: 0
M (u): 100.1
2S+1: 1

```
12
Properties=species:S:1:pos:R:3:mulliken_charge:R:1
C 1.2553 0.0858 -0.0370 0.033
C 0.1519 -0.4582 0.8209 -0.264
C -0.9666 0.8059 -0.6918 -0.084
C 0.1087 0.9128 0.2274 -0.503
H 2.2868 0.2499 0.3662 0.348
H 0.2207 -0.5941 1.9277 0.314
H -0.7786 -2.1571 -0.2825 0.302
H -1.3537 1.6239 -1.3417 0.399
H 0.1873 1.7375 0.7961 0.481
N -0.8646 -1.2218 0.1666 -0.206
N -1.5749 -0.3554 -0.7198 -0.514
F 1.3277 -0.6293 -1.2321 -0.306
```

=====

Run x
C4H5FN2 | ωB97M-V with the def2-TZVPD basis set

Properties
Net charge: 0
M (u): 100.1
2S+1: 1

```
12
Properties=species:S:1:pos:R:3:mulliken_charge:R:1
C -1.2313 -1.1719 -0.2073 -0.675
C 0.0851 -1.7004 0.0347 -0.589
C -1.0856 0.2220 -0.2149 -0.233
C 0.9274 -0.5965 0.1549 0.648
N 0.2625 0.5154 -0.0682 0.396
N 0.7301 1.8475 -0.2173 -0.787
F 2.2656 -0.4481 0.3769 -0.279
H -2.0784 -1.7566 0.0025 0.378
H 0.4373 -2.6829 0.0730 0.454
H -1.7669 1.1645 -0.1983 0.196
H 1.4625 2.0217 0.4421 0.224
H -0.0084 2.5853 -0.1782 0.267
```

=====

Run y
C4H5FN2 | ωB97M-V with the def2-TZVPD basis set

Properties
Net charge: 0
M (u): 100.1
2S+1: 1

```
12
Properties=species:S:1:pos:R:3:mulliken_charge:R:1
C 0.5494 -1.6508 0.8507 -0.222
C 0.1948 -0.3519 0.5290 0.130
C -0.7821 -0.1711 -0.6640 -0.281
C 0.4326 1.5746 0.2835 -0.020
H 1.3703 -2.0744 1.4087 0.388
H -0.1766 -0.7341 -1.3895 0.219
H -1.8420 -0.5550 -0.4100 0.264
H -0.6429 1.9221 -1.5287 0.288
H 0.7033 2.6915 0.2250 0.304
N -0.5715 1.3117 -0.6092 -0.241
N 0.7738 0.7405 1.2474 -0.539
F -0.0092 -2.7032 0.0571 -0.290
```

=====

Quick one: most stable of them? run x

=====

Run w
C4H4NO | ωB97M-V with the def2-TZVPD basis set

Properties
Net charge: +1
M (u): 82.1
2S+1: 1

```
10
Properties=species:S:1:pos:R:3:mulliken_charge:R:1
C 1.7753 -0.4373 0.1094 -0.360
C 2.9667 -0.1332 -0.0971 0.255
C -0.8658 1.0197 -0.0747 -0.482
C 0.5447 -1.0316 0.0506 0.317
N -0.5943 -0.3975 -0.0421 -0.070
O 0.0654 1.7976 0.0819 -0.260
H -1.4715 1.0124 -0.9136 0.503
H -1.6225 1.3293 0.5788 0.444
H 0.5716 -2.1730 0.1731 0.371
H -1.3696 -0.9864 0.1337 0.282
```

=====

Run x
C4H4NO | ωB97M-V with the def2-TZVPD basis set

Properties
Net charge: +1
M (u): 82.1
2S+1: 1

```
10
Properties=species:S:1:pos:R:3:mulliken_charge:R:1
C 1.3723 -1.0302 0.2125 -0.207
C 1.7190 0.2005 0.0355 0.410
C -0.3056 1.0361 0.1558 -0.336
C 0.0977 -1.4192 -0.1266 0.186
N -0.7636 -0.3391 -0.0142 -0.156
O 1.1014 1.2702 -0.2227 -0.208
H -1.0696 1.6860 -0.4533 0.324
H -0.3788 1.3143 1.2760 0.326
H -0.0463 -2.4716 -0.5618 0.362
H -1.7265 -0.2470 -0.3012 0.300
```

=====

Quick one: most stable of them? run x

=====

Run w
C5H6O2S | ωB97M-V with the def2-TZVPD basis set

Properties
Net charge: 0
M (u): 130.2
2S+1: 1

```
14
Properties=species:S:1:pos:R:3:mulliken_charge:R:1
C 0.5464 -0.4158 -0.9373 0.522
C -0.5380 0.6128 -0.2130 0.096
C 0.1715 -1.0160 -2.1609 -0.200
C -0.2755 0.7620 1.3363 -0.427
C 0.9071 -0.1604 1.7018 -0.541
O 0.6419 -1.9565 -2.7125 -0.472
O -1.5345 1.3284 -0.8786 -0.412
S 1.5964 -1.0367 0.2370 -0.169
H -0.7928 -0.5654 -2.5818 0.079
H 0.0177 1.8001 1.5442 0.269
H -1.2917 0.5285 1.7709 0.270
H 1.5910 0.4804 2.2277 0.347
H 0.7192 -1.0657 2.2884 0.320
H -1.7586 0.7043 -1.6222 0.318
```

=====

Run x
C5H6O2S | ωB97M-V with the def2-TZVPD basis set

Properties
Net charge: 0
M (u): 130.2
2S+1: 1

```
14
Properties=species:S:1:pos:R:3:mulliken_charge:R:1
C -0.8676 0.0403 0.0988 0.360
C 1.2897 0.9937 -0.0467 -0.157
C 1.6665 -0.0633 1.1096 -0.696
C 1.3245 -1.0108 0.0121 -0.027
C 1.7602 -0.0028 -1.0633 -0.621
H 1.7273 1.9891 -0.1104 0.489
H 0.9207 -0.0323 2.0000 0.280
H 2.7301 0.1210 1.3916 0.339
H 1.5667 -2.0975 0.1407 0.408
H 1.1242 -0.0349 -2.0233 0.275
H 2.7934 0.1133 -1.4471 0.331
O -0.1589 1.1969 0.0668 -0.325
O -0.1600 -1.1442 -0.0642 -0.320
S -2.4594 -0.0139 -0.0397 -0.336
```

=====

Quick one: most stable of them? run x

=====

Run w
C3H6O3 | ωB97M-V with the def2-TZVPD basis set

Properties
Net charge: 0
M (u): 90.1
2S+1: 1

```
12
Properties=species:S:1:pos:R:3:mulliken_charge:R:1
C 0.5198 -0.7070 -0.1270 -0.211
C 0.5788 0.5313 -0.7652 -0.127
C -1.1574 -0.0364 0.8817 -0.054
O 1.4507 -1.0037 0.8427 -0.498
O 0.0678 0.6789 -2.0026 -0.442
O -0.9739 -0.3420 2.0761 -0.633
H 0.9179 -1.1361 1.6614 0.333
H 0.1789 1.5967 -2.2972 0.371
H 0.1600 -1.5702 -0.6791 0.373
H 1.2034 1.3294 -0.3785 0.412
H -0.9545 1.0654 0.5244 0.155
H -1.9914 -0.4063 0.2632 0.320
```

=====

Run x
C3H6O3 | ωB97M-V with the def2-TZVPD basis set

Properties
Net charge: 0
M (u): 90.1
2S+1: 1

```
12
Properties=species:S:1:pos:R:3:mulliken_charge:R:1
C 0.5493 -1.8553 0.1697 -0.613
C -0.1978 0.6555 0.2675 0.759
C 0.7961 1.3079 -0.2821 -0.779
O -1.4231 0.3285 0.4626 -0.176
O 0.0941 -0.8262 1.0085 -0.419
O -1.7829 1.9485 0.0304 -0.432
H -2.5376 1.7471 -0.5447 0.323
H 1.1128 -2.5697 0.7790 0.225
H 1.2394 -1.4918 -0.6012 0.287
H -0.2528 -2.4118 -0.3250 0.238
H 1.7849 0.8841 -0.2653 0.285
H 0.6178 2.2833 -0.6994 0.302
```

=====

Quick one: most stable of them? run w